Entry 1:
C46H69F5N4O4 | the ωB97M-V functional and the def2-TZVPD basis

Element x y z (Å)
F  3.039  -2.341  -0.222
C  3.668  -2.904  -1.290
C  3.262  -4.103  -1.835
C  3.923  -4.736  -2.855
C  5.076  -4.160  -3.301
C  5.537  -2.916  -2.757
C  4.809  -2.273  -1.730
H  2.367  -4.465  -1.350
H  3.571  -5.694  -3.208
H  5.646  -4.656  -4.073
H  6.470  -2.456  -3.047
H  5.264  -1.406  -1.274
F  3.551  -1.147  3.806
C  2.861  -0.371  4.622
C  1.573  0.164  4.235
C  0.799  0.768  5.201
C  1.225  0.943  6.498
C  2.537  0.598  6.806
C  3.344  -0.098  5.905
H  1.187  0.000  3.240
H  -0.247  0.839  4.941
H  0.592  1.370  7.261
H  2.874  0.669  7.830
H  4.342  -0.427  6.151
F  0.304  -2.239  -2.496
C  0.421  -1.396  -3.523
C  1.544  -0.580  -3.632
C  1.652  0.371  -4.606
C  0.665  0.528  -5.558
C  -0.484  -0.236  -5.445
C  -0.587  -1.242  -4.478
H  2.354  -0.735  -2.935
H  2.549  0.969  -4.539
H  0.909  1.250  -6.324
H  -1.283  -0.132  -6.165
H  -1.443  -1.866  -4.268
F  -1.397  2.649  6.410
C  -2.620  2.181  6.187
C  -3.243  2.304  4.921
C  -4.535  1.793  4.751
C  -5.201  1.218  5.862
C  -4.616  1.170  7.137
C  -3.312  1.679  7.279
H  -2.698  2.684  4.070
H  -5.080  1.841  3.820
H  -6.141  0.749  5.613
H  -5.135  0.743  7.982
H  -2.914  1.672  8.283
F  0.355  -3.811  0.849
C  1.513  -4.265  1.473
C  1.919  -5.591  1.248
C  2.967  -6.158  1.952
C  3.553  -5.396  2.953
C  3.208  -4.058  3.171
C  2.194  -3.459  2.426
H  1.390  -6.043  0.422
H  3.377  -7.142  1.781
H  4.265  -5.964  3.534
H  3.606  -3.479  3.992
H  1.959  -2.413  2.560
C  0.487  -0.772  0.595
C  0.051  0.630  0.187
C  -0.308  1.630  1.301
O  -1.248  1.107  2.256
C  -2.455  0.789  1.659
N  1.034  1.208  -0.764
H  -0.118  -1.410  1.239
H  1.438  -0.721  1.125
H  0.794  -1.366  -0.265
H  -0.849  0.582  -0.426
H  -0.607  2.600  0.904
H  0.620  1.888  1.811
H  -3.102  0.593  2.514
H  -2.296  -0.138  1.108
H  -2.837  1.559  0.989
H  1.960  1.401  -0.410
H  1.301  0.555  -1.488
C  -4.619  3.647  -1.783
C  -4.091  4.419  -3.000
C  -2.590  4.224  -3.131
O  -2.298  2.833  -3.322
C  -0.948  2.457  -3.332
N  -4.737  3.885  -4.159
H  -4.188  3.928  -0.822
H  -4.416  2.584  -1.910
H  -5.707  3.650  -1.711
H  -4.235  5.494  -2.894
H  -2.179  4.481  -2.155
H  -2.166  4.829  -3.932
H  -0.914  1.368  -3.322
H  -0.503  2.863  -2.423
H  -0.368  2.859  -4.162
H  -4.247  4.379  -4.891
H  -4.321  2.967  -4.223
C  3.538  3.479  1.482
C  4.302  2.399  0.660
C  5.708  2.272  1.227
O  6.498  1.334  0.530
C  7.699  0.865  1.089
N  3.623  1.131  0.823
H  4.062  4.435  1.478
H  3.327  3.156  2.501
H  2.578  3.699  1.015
H  4.364  2.678  -0.392
H  5.600  1.893  2.244
H  6.187  3.247  1.309
H  7.537  -0.069  1.627
H  8.191  1.567  1.762
H  8.329  0.634  0.230
H  4.013  0.419  0.222
H  3.939  0.672  1.666
C  -7.264  -1.432  -5.552
C  -6.355  -2.025  -4.428
C  -5.307  -1.002  -3.854
O  -4.479  -1.564  -2.805
C  -3.752  -0.584  -2.137
N  -7.230  -2.530  -3.392
H  -6.580  -1.282  -6.388
H  -7.756  -0.491  -5.305
H  -8.033  -2.146  -5.845
H  -5.854  -2.873  -4.894
H  -5.857  -0.132  -3.497
H  -4.678  -0.608  -4.652
H  -4.388  0.030  -1.499
H  -3.241  0.094  -2.821
H  -2.935  -1.018  -1.561
H  -6.628  -2.713  -2.602
H  -7.785  -3.329  -3.663

Results
SMILES string = COC[C@H](C)N.COC[C@H](C)N.COC[C@H](C)N.COC[C@H](C)N.Fc1ccccc1.Fc1ccccc1.Fc1ccccc1.Fc1ccccc1.Fc1ccccc1
E = -2813.3296 hartree
Spin multiplicity = 1

***

Entry 2:
C3H11NOS2 | the ωB97M-V functional and the def2-TZVPD basis

Element x y z (Å)
S  2.174  -1.421  1.528
S  2.268  -0.451  -0.358
C  1.069  0.952  -0.354
C  0.025  0.935  0.767
C  -1.392  1.203  0.275
N  -1.981  0.028  -0.364
H  1.654  -0.801  2.606
H  0.557  0.761  -1.298
H  1.669  1.856  -0.378
H  0.262  1.739  1.463
H  0.079  0.018  1.348
H  -1.417  2.077  -0.372
H  -1.922  1.454  1.206
H  -2.939  0.139  -0.643
H  -1.731  -0.751  0.229
H  -0.083  -2.711  -1.429
H  1.089  -2.098  -2.177
O  0.619  -2.929  -2.051

Results
SMILES string = NCCCSS.O
Spin multiplicity = 1
Relative energy (zero: lowest compared OMol25 entry of this formula, charge and spin) = 110.8 kJ/mol

***

Entry 3:
C4H14N2O | the ωB97M-V functional and the def2-TZVPD basis

Element x y z (Å)
C  -1.356  0.089  0.413
N  -0.257  -0.711  -0.121
C  1.060  -0.226  0.239
C  2.106  -0.529  -0.822
C  2.077  0.339  -2.054
N  2.670  1.667  -1.882
H  -1.141  1.166  0.465
H  -2.272  -0.210  -0.091
H  -1.576  -0.153  1.460
H  -0.378  -0.651  -1.121
H  1.365  -0.644  1.198
H  1.069  0.849  0.438
H  2.077  -1.604  -1.031
H  3.063  -0.414  -0.305
H  1.079  0.512  -2.453
H  2.680  -0.095  -2.856
H  2.137  2.329  -1.333
H  3.615  1.599  -1.510
H  -5.934  -0.403  4.153
H  -6.163  -1.551  3.150
O  -5.922  -1.359  4.062

Results
SMILES string = CNCCCN.O
Spin multiplicity = 1
Relative energy (zero: lowest compared OMol25 entry of this formula, charge and spin) = 146.6 kJ/mol

***

Entry 4:
C15H18O | the ωB97M-V functional and the def2-TZVPD basis

Element x y z (Å)
C  -0.610  -0.047  -3.055
C  -2.673  0.634  -1.835
C  -1.390  0.996  -2.308
C  -3.421  1.536  -1.089
C  -2.954  2.757  -0.837
C  -0.894  2.213  -2.011
C  -1.708  3.120  -1.266
H  -3.051  -0.377  -2.073
H  -4.347  1.165  -0.680
H  -0.838  -1.034  -2.646
H  0.471  0.192  -2.941
H  -3.510  3.419  -0.242
H  0.095  2.471  -2.333
H  -1.292  4.056  -0.971
H  -0.827  -0.069  -4.129
C  -0.412  -0.557  0.973
C  -1.272  -1.736  1.468
C  1.047  -0.750  1.321
C  1.766  -1.786  0.753
C  1.672  0.071  2.227
C  3.105  -1.997  1.063
C  3.024  -0.088  2.544
C  3.741  -1.141  1.959
O  5.058  -1.318  2.182
H  -0.493  -0.505  -0.116
H  -0.824  0.345  1.414
H  -0.918  -2.671  0.999
H  1.285  -2.432  0.024
H  1.122  0.878  2.671
H  3.656  -2.827  0.552
H  3.525  0.599  3.225
H  5.403  -1.688  1.419
H  -2.313  -1.573  1.174
H  -1.225  -1.857  2.567

Results
SMILES string = CCc1ccc(O)cc1.Cc1ccccc1
Spin multiplicity = 1
Relative energy (zero: lowest compared OMol25 entry of this formula, charge and spin) = 42.7 kJ/mol

***

Entry 5:
C57H34Cl4N7OS3Tb | the ωB97M-V functional and the def2-TZVPD basis

Element x y z (Å)
Tb  -0.349  0.127  -0.007
Cl  -0.111  -4.868  -7.247
C  -0.203  -3.440  -6.261
C  0.148  -3.511  -4.922
C  0.073  -2.369  -4.144
C  -0.354  -1.156  -4.678
C  -0.692  -1.106  -6.029
C  -0.619  -2.247  -6.820
C  -0.423  0.046  -3.772
C  0.873  0.417  -3.107
C  2.048  0.563  -3.870
C  3.012  1.012  -3.000
C  2.403  1.132  -1.727
C  3.076  1.478  -0.542
C  4.541  1.729  -0.674
C  5.468  0.811  -0.194
C  6.830  1.041  -0.324
C  7.265  2.204  -0.936
Cl  8.970  2.501  -1.101
C  6.359  3.133  -1.419
C  5.000  2.889  -1.290
C  2.527  1.620  0.733
N  1.171  1.629  1.000
C  1.030  1.873  2.315
C  -0.240  2.105  2.974
C  -0.215  2.365  4.446
C  0.424  3.480  4.984
C  0.435  3.707  6.353
C  -0.198  2.808  7.195
Cl  -0.185  3.085  8.911
C  -0.845  1.694  6.688
C  -0.849  1.479  5.316
C  -1.453  2.130  2.348
C  -2.700  2.593  2.953
C  -3.665  2.439  2.035
C  -3.044  1.849  0.845
N  -1.712  1.717  1.051
C  -3.751  1.388  -0.264
C  -3.161  0.875  -1.438
C  -3.932  0.183  -2.498
C  -3.084  -0.143  -3.470
C  -1.770  0.424  -3.085
N  -1.869  0.942  -1.764
C  -5.251  1.430  -0.213
C  -5.967  0.545  0.587
C  -7.355  0.579  0.632
C  -8.033  1.508  -0.138
Cl  -9.772  1.555  -0.090
C  -7.348  2.400  -0.946
C  -5.960  2.357  -0.977
C  2.314  1.974  2.935
C  3.245  1.841  1.944
N  1.068  0.743  -1.823
H  0.475  -4.451  -4.495
H  0.340  -2.436  -3.098
H  -0.996  -0.173  -6.473
H  -0.876  -2.203  -7.871
H  2.143  0.363  -4.929
H  4.044  1.235  -3.226
H  5.119  -0.104  0.267
H  7.549  0.319  0.042
H  6.716  4.037  -1.894
H  4.286  3.611  -1.667
H  0.915  4.184  4.321
H  0.926  4.579  6.767
H  -1.339  1.004  7.360
H  -1.356  0.610  4.906
H  -2.791  3.013  3.945
H  -4.709  2.704  2.121
H  -4.993  -0.015  -2.460
H  -3.290  -0.623  -4.417
H  -5.426  -0.182  1.184
H  -7.908  -0.112  1.255
H  -7.896  3.122  -1.538
H  -5.414  3.051  -1.606
H  2.495  2.140  3.986
H  4.318  1.895  2.047
S  -1.748  -1.138  2.213
C  -1.741  -2.801  1.827
C  -1.806  -3.768  2.863
C  -1.909  -5.101  2.582
C  -1.963  -5.559  1.240
C  -1.892  -4.668  0.213
C  -1.739  -3.271  0.461
S  -1.583  -2.235  -0.872
H  -1.791  -3.423  3.888
H  -1.957  -5.816  3.395
H  -2.061  -6.617  1.031
H  -1.925  -5.003  -0.817
N  1.187  -1.233  3.416
C  1.950  -1.544  2.355
N  1.614  -1.418  1.095
C  2.653  -1.909  0.281
C  2.627  -2.013  -1.107
C  3.722  -2.526  -1.780
C  4.852  -2.962  -1.087
C  4.888  -2.895  0.296
C  3.788  -2.368  0.957
S  3.556  -2.172  2.666
H  0.192  -1.115  3.269
H  1.490  -1.514  4.332
H  1.761  -1.675  -1.655
H  3.697  -2.585  -2.863
H  5.701  -3.361  -1.628
H  5.755  -3.242  0.849
O  -1.670  1.555  -5.269
N  -1.152  1.251  -4.153

Results
Spin multiplicity = 7
Relative energy (zero: lowest compared OMol25 entry of this formula, charge and spin) = 253.1 kJ/mol

***

Entry 6:
C5H20IN10O5 | the ωB97M-V functional and the def2-TZVPD basis

Element x y z (Å)
I  -0.765  0.378  0.100
C  3.605  0.458  1.098
O  3.694  -0.753  1.057
N  2.561  1.204  1.113
N  4.675  1.266  1.075
H  2.653  2.136  1.489
H  1.580  0.964  1.079
H  4.588  2.270  1.133
H  5.535  0.778  0.871
C  -4.358  2.651  0.197
O  -5.434  3.199  0.158
N  -3.988  2.093  1.244
N  -3.619  2.467  -0.828
H  -4.663  2.287  1.971
H  -3.015  1.828  1.291
H  -3.927  2.937  -1.668
H  -2.764  1.931  -0.880
C  -2.656  -2.968  -2.190
O  -3.041  -3.934  -2.816
N  -2.492  -1.853  -2.806
N  -2.373  -3.035  -0.952
H  -2.003  -1.145  -2.278
H  -2.327  -2.107  -3.770
H  -2.441  -3.906  -0.445
H  -2.125  -2.166  -0.501
C  2.661  2.493  -2.488
O  3.421  3.341  -2.970
N  3.007  1.252  -2.211
N  1.451  2.736  -2.163
H  2.650  0.982  -1.306
H  3.903  0.924  -2.544
H  0.745  2.102  -1.818
H  1.210  3.669  -2.463
C  1.034  -2.873  2.820
O  2.229  -2.571  2.579
N  0.688  -4.072  3.346
N  -0.034  -2.137  2.656
H  1.186  -4.950  3.348
H  -0.322  -4.085  3.378
H  0.202  -1.190  2.396
H  -0.930  -2.602  2.700

Results
Charge = -1
Spin multiplicity = 1
Relative energy (zero: lowest compared OMol25 entry of this formula, charge and spin) = 367.0 kJ/mol

***

Entry 7:
C2H7N5O | the ωB97M-V functional and the def2-TZVPD basis

Element x y z (Å)
C  0.675  -1.337  -0.569
C  0.022  0.999  -0.586
H  -1.595  -0.258  1.278
H  0.246  -0.066  2.141
H  0.920  -2.165  1.299
H  0.265  -0.433  -2.255
H  -2.187  1.590  -0.511
H  -0.729  2.974  -0.644
H  1.563  0.567  0.322
N  -0.557  -1.025  1.739
N  0.078  -1.680  0.598
N  -0.058  -0.302  -1.208
N  -1.194  1.794  -0.652
N  0.983  1.422  0.251
O  1.569  -2.081  -1.202

Results
Spin multiplicity = 1
Relative energy (zero: lowest compared OMol25 entry of this formula, charge and spin) = 586.3 kJ/mol

***

Entry 8:
C4H12NOS | the ωB97M-V functional and the def2-TZVPD basis

Element x y z (Å)
N  0.921  0.146  -3.357
C  -0.159  -0.059  -2.333
O  -0.036  0.657  -1.211
H  1.789  0.105  -2.825
H  0.853  1.124  -3.630
H  -1.091  0.163  -2.902
H  -0.153  -1.161  -2.160
C  -0.068  1.540  1.690
C  -0.749  0.180  1.770
C  0.162  -0.941  1.293
S  -0.780  -2.497  1.280
H  -0.733  2.326  2.065
H  0.182  1.708  0.644
H  0.851  1.575  2.286
H  -1.121  -0.038  2.775
H  -1.624  0.209  1.120
H  0.991  -1.055  1.996
H  0.511  -0.642  0.294
H  0.254  -3.340  1.206

Results
Charge = -1
Spin multiplicity = 1
Relative energy (zero: lowest compared OMol25 entry of this formula, charge and spin) = 121.9 kJ/mol